A 15-piece molecular cluster, C60H150O30 overall. Source: OMol25; level of theory: ωB97M-V with the def2-TZVPD basis set.

Results
HOMO-LUMO gap	9.670	eV
F_max	0.066	hartree/bohr
relative energy (zero: lowest compared OMol25 entry of this formula, charge and spin)	97.1	kJ/mol
LUMO	0.6	eV

Atoms and positions in Å:
1 C 2.7572 -2.0118 3.6802
2 O 3.0577 -2.5781 2.4016
3 C 4.1340 -3.4832 2.4735
4 C 3.7675 -4.8779 2.8767
5 O 3.3960 -4.9817 4.2891
6 C 3.2125 -6.3464 4.6744
7 H 1.9577 -1.2457 3.5783
8 H 3.5965 -1.3785 3.9314
9 H 2.5603 -2.7714 4.4014
10 H 4.9960 -3.0713 3.0450
11 H 4.5964 -3.5115 1.4767
12 H 4.5923 -5.6057 2.6189
13 H 2.8544 -5.1128 2.2918
14 H 4.1300 -6.9859 4.6362
15 H 2.4143 -6.7688 4.0783
16 H 2.8245 -6.3741 5.7178
17 C -7.1005 1.5691 -1.2792
18 O -6.4518 0.5831 -2.0568
19 C -6.7696 0.7901 -3.4525
20 C -5.7705 1.8333 -4.0090
21 O -4.4586 1.3798 -3.9943
22 C -3.6937 1.9656 -4.9687
23 H -6.4962 2.4285 -1.0011
24 H -7.2923 1.0593 -0.3542
25 H -8.0213 1.9243 -1.7102
26 H -7.7744 1.1385 -3.6556
27 H -6.5748 -0.1537 -3.8985
28 H -5.7246 2.7919 -3.4525
29 H -6.0080 2.0315 -5.0575
30 H -2.7489 1.4356 -5.0249
31 H -3.4611 2.9995 -4.7158
32 H -4.1592 1.9967 -5.9830
33 C -3.5574 -0.3271 2.6441
34 O -3.8306 -1.7640 2.6484
35 C -3.3309 -2.3648 3.7991
36 C -1.7980 -2.6488 3.7458
37 O -1.5365 -3.7676 2.8926
38 C -0.1683 -4.1552 2.9207
39 H -2.5264 -0.1279 2.4867
40 H -3.9504 0.1902 3.5153
41 H -4.1175 0.0951 1.8278
42 H -3.8036 -3.3262 3.8364
43 H -3.5456 -1.7090 4.6406
44 H -1.3904 -2.9196 4.7776
45 H -1.2770 -1.7591 3.3687
46 H 0.1968 -4.5498 3.8813
47 H 0.4911 -3.3081 2.6279
48 H -0.0214 -4.9488 2.2120
49 C -2.2642 5.0118 8.2670
50 O -2.3284 3.6239 8.1823
51 C -1.0364 3.0567 8.3425
52 C -1.0104 1.6740 7.8445
53 O -1.4551 1.5743 6.5364
54 C -1.3192 0.2740 6.0501
55 H -3.2852 5.4520 8.1113
56 H -1.6394 5.4410 7.5008
57 H -1.9263 5.3217 9.2722
58 H -0.6861 2.9971 9.3928
59 H -0.2848 3.6431 7.8736
60 H -1.7313 1.0973 8.4779
61 H 0.0219 1.2847 7.9936
62 H -0.2352 0.0708 5.8212
63 H -1.8475 0.1922 5.0871
64 H -1.6836 -0.4900 6.7383
65 C 0.2631 0.6085 2.3926
66 O -0.6308 0.4271 1.2925
67 C -0.2551 -0.6538 0.4663
68 C -1.2358 -0.7565 -0.6432
69 O -0.8271 0.2343 -1.5600
70 C -1.3548 0.0116 -2.8751
71 H -0.1239 1.4889 2.9456
72 H 1.3198 0.7430 2.0302
73 H 0.2282 -0.2946 3.0318
74 H -0.2764 -1.6176 1.0090
75 H 0.7728 -0.5556 0.1249
76 H -2.2318 -0.5328 -0.1958
77 H -1.2725 -1.7376 -1.1689
78 H -1.1685 -1.0210 -3.1478
79 H -0.8417 0.7131 -3.5439
80 H -2.4487 0.0858 -2.9518
81 C 1.7926 2.1306 -0.4952
82 O 2.0934 3.1390 -1.4359
83 C 0.9668 3.5002 -2.1892
84 C -0.2271 4.0594 -1.4275
85 O 0.1313 5.1283 -0.5739
86 C 0.7208 6.2090 -1.1970
87 H 2.6935 1.8724 0.0189
88 H 1.2599 1.2936 -0.9692
89 H 1.0814 2.4887 0.2800
90 H 0.5971 2.5981 -2.7653
91 H 1.3734 4.1659 -2.9759
92 H -0.6726 3.2335 -0.8693
93 H -0.9231 4.3701 -2.2338
94 H 0.7072 7.0703 -0.5335
95 H 0.1108 6.5134 -2.0492
96 H 1.7007 6.0386 -1.6102
97 C -1.6749 -5.2922 -4.3979
98 O -1.6254 -4.1431 -5.1564
99 C -0.5151 -3.2888 -4.7986
100 C 0.7536 -4.0307 -5.2296
101 O 0.9883 -3.7215 -6.5620
102 C 2.2147 -4.3267 -6.9452
103 H -0.8240 -5.9516 -4.6515
104 H -2.5881 -5.8358 -4.6277
105 H -1.7083 -4.9541 -3.3607
106 H -0.5179 -3.1688 -3.7126
107 H -0.5943 -2.3375 -5.3459
108 H 0.6485 -5.0905 -5.0865
109 H 1.5955 -3.8044 -4.5253
110 H 2.5150 -4.1057 -8.0071
111 H 1.9633 -5.4081 -6.9636
112 H 3.0909 -4.0876 -6.2945
113 C -3.4875 2.4437 -0.9551
114 O -4.0781 2.7765 0.3032
115 C -3.4548 3.9214 0.8221
116 C -4.0881 4.1571 2.1993
117 O -3.8995 3.0732 3.0952
118 C -4.3575 3.2984 4.4348
119 H -3.5694 3.3365 -1.6043
120 H -4.0996 1.6398 -1.3730
121 H -2.5084 2.0503 -0.8077
122 H -3.6547 4.7924 0.1449
123 H -2.3473 3.7682 0.8714
124 H -5.1818 4.3294 1.9415
125 H -3.7301 5.1383 2.6203
126 H -3.8661 4.1717 4.7964
127 H -4.0702 2.3951 4.9857
128 H -5.4277 3.5162 4.4759
129 C 6.5443 -1.9204 5.3230
130 O 5.9084 -0.6919 5.3579
131 C 5.2634 -0.5242 6.5818
132 C 4.5353 0.8525 6.5046
133 O 3.2796 0.7770 5.8576
134 C 2.7897 2.0126 5.2573
135 H 5.8323 -2.7071 5.4926
136 H 7.3712 -2.1002 5.9845
137 H 6.9680 -2.0168 4.3065
138 H 6.0186 -0.4195 7.3637
139 H 4.5207 -1.2771 6.8198
140 H 5.2049 1.5644 6.0363
141 H 4.3716 1.2422 7.5117
142 H 3.5951 2.5149 4.7477
143 H 2.2222 2.5807 6.0164
144 H 2.0576 1.8190 4.4548
145 C 2.5076 4.1411 -7.0665
146 O 2.3510 3.3656 -5.9028
147 C 3.2170 2.2553 -5.8375
148 C 2.6153 1.3494 -4.7526
149 O 1.2423 0.9783 -4.9372
150 C 0.9482 0.3556 -6.1912
151 H 2.4651 3.4779 -7.9457
152 H 3.4350 4.7678 -7.1051
153 H 1.7016 4.8694 -7.0930
154 H 4.2178 2.5877 -5.5505
155 H 3.2310 1.7364 -6.8093
156 H 2.7802 1.7533 -3.7666
157 H 3.2944 0.4762 -4.8199
158 H 1.4098 0.8182 -7.0713
159 H -0.1251 0.4291 -6.3244
160 H 1.2647 -0.6953 -6.0389
161 C 1.8975 -1.4430 -2.6697
162 O 1.2870 -2.4695 -1.9377
163 C 2.2716 -3.2962 -1.3308
164 C 1.6205 -4.6430 -1.0615
165 O 2.5980 -5.5872 -0.7521
166 C 1.9770 -6.8317 -0.4285
167 H 1.1569 -0.7435 -3.0468
168 H 2.3939 -1.8015 -3.6023
169 H 2.5997 -0.8696 -2.0348
170 H 2.7133 -2.9497 -0.3917
171 H 3.1041 -3.3624 -2.0484
172 H 1.0593 -4.9115 -2.0070
173 H 0.8915 -4.5134 -0.2644
174 H 1.4239 -6.6954 0.4945
175 H 2.8206 -7.5122 -0.2658
176 H 1.4027 -7.2685 -1.2480
177 C 8.6081 3.9736 -0.3924
178 O 8.1069 2.7607 -0.0349
179 C 6.7251 2.8262 0.2561
180 C 6.3494 1.5160 0.8733
181 O 4.9713 1.3004 0.7491
182 C 4.5239 0.0884 1.3662
183 H 8.5944 4.6952 0.4134
184 H 8.0943 4.3943 -1.2635
185 H 9.6565 3.7897 -0.5912
186 H 6.2263 3.0261 -0.6725
187 H 6.5471 3.7217 0.8349
188 H 6.6831 1.5203 1.9294
189 H 6.9672 0.7741 0.3315
190 H 3.4203 0.1169 1.3017
191 H 4.8741 0.0285 2.4010
192 H 4.8496 -0.8167 0.8314
193 C -4.3885 -2.1223 -1.8786
194 O -3.4054 -3.1368 -1.8232
195 C -3.3094 -3.6730 -0.5076
196 C -2.2106 -4.6932 -0.3937
197 O -2.6453 -5.8537 -0.9935
198 C -1.6543 -6.8185 -1.0230
199 H -4.1840 -1.3435 -1.1237
200 H -5.3849 -2.5312 -1.7574
201 H -4.3041 -1.7343 -2.8702
202 H -4.2711 -4.1179 -0.1753
203 H -3.1437 -2.8596 0.2148
204 H -1.9420 -4.8710 0.6800
205 H -1.2992 -4.2919 -0.8644
206 H -0.7704 -6.4351 -1.5684
207 H -2.0011 -7.7269 -1.4482
208 H -1.2415 -7.1067 -0.0411
209 C -0.4575 4.3292 4.3259
210 O 0.8181 3.9252 3.8595
211 C 1.1328 4.8127 2.6942
212 C 2.5380 4.4814 2.3577
213 O 3.4828 4.9376 3.2644
214 C 4.7402 4.6674 2.8672
215 H -1.0608 3.4310 4.5449
216 H -0.9287 4.8605 3.5015
217 H -0.4057 5.0858 5.1038
218 H 1.0015 5.8286 3.0512
219 H 0.3757 4.5924 1.9574
220 H 2.7310 4.9156 1.3606
221 H 2.7688 3.3885 2.2567
222 H 5.0785 5.2650 2.0011
223 H 4.8344 3.6011 2.4784
224 H 5.3807 4.8129 3.7538
225 C -2.6923 -1.4379 -7.3443
226 O -4.1356 -1.4763 -7.4038
227 C -4.7373 -1.4197 -6.1490
228 C -6.2285 -1.2319 -6.2635
229 O -6.5269 0.0600 -6.7207
230 C -7.8812 0.3237 -6.9617
231 H -2.4076 -0.6104 -6.6790
232 H -2.3762 -1.2480 -8.3866
233 H -2.2214 -2.3666 -6.9707
234 H -4.3949 -0.5195 -5.5195
235 H -4.5055 -2.3006 -5.5311
236 H -6.7075 -1.4498 -5.2972
237 H -6.5135 -1.9914 -7.0339
238 H -7.9735 1.2812 -7.4495
239 H -8.3872 0.3238 -6.0139
240 H -8.3273 -0.4629 -7.5626